# 1
48
Properties=species:S:1:pos:R:3:forces:R:3 method="wB97M-V/def2-TZVPD" charge=+1 orbital_gap_ev=5.9 e_lumo_ev=-6.225 homo_ev=-12.1
C 3.1449 -3.6995 1.3858 0.03 0.01 -0.08
Si 2.6515 -1.8864 1.3690 -0.25 -0.28 0.07
C 3.3266 -1.0653 2.9154 -0.07 0.10 0.01
C 3.2924 -1.0528 -0.1840 0.14 0.11 -0.19
C 0.7343 -1.7685 1.3083 0.24 0.38 -0.12
C -0.1271 -3.0090 1.3452 -0.24 0.13 0.10
C 0.1466 -0.5658 1.2328 0.12 -0.51 0.25
H 4.2423 -3.7830 1.3892 -0.28 -0.01 0.01
H 2.7674 -4.2161 2.2796 0.09 0.12 -0.21
H 2.7712 -4.2302 0.4990 0.09 0.07 0.20
H 4.4238 -1.1509 2.9439 -0.30 0.03 -0.01
H 3.0656 0.0017 2.9527 0.08 -0.23 0.03
H 2.9245 -1.5443 3.8207 0.11 0.13 -0.24
H 4.3895 -1.1243 -0.2390 -0.28 0.06 -0.01
H 2.8739 -1.5241 -1.0853 0.11 0.04 0.22
H 3.0182 0.0113 -0.2159 0.09 -0.19 0.05
H -1.1890 -2.7130 1.3518 0.22 -0.21 0.07
H 0.0304 -3.6487 0.4620 0.11 0.13 0.31
H 0.0697 -3.6102 2.2459 -0.04 0.08 -0.33
H -0.9418 -0.5121 1.3125 0.07 0.20 -0.08
H 0.6945 0.3752 1.1803 -0.07 -0.14 0.07
F -2.8717 5.7773 1.7547 -0.95 -0.88 -0.45
C -3.8839 4.9537 1.3407 -0.74 1.71 0.88
F -4.6303 4.6399 2.4400 0.75 0.21 -1.12
F -4.6863 5.6953 0.5052 0.92 -0.95 0.81
C -3.3477 3.7337 0.6536 0.12 -0.57 -0.03
C -3.9860 2.5039 0.8078 -0.11 0.17 -0.10
C -3.4555 1.3895 0.1905 0.39 -0.47 -0.07
C -2.2688 1.4488 -0.6075 -0.63 0.71 0.39
C -1.7499 0.2102 -1.0810 0.00 0.11 -0.86
C -0.6523 -0.0857 -1.9370 0.48 -0.40 0.21
C -0.5937 -1.4074 -2.4882 -0.13 0.17 0.24
C 0.4353 -1.7949 -3.3285 -0.01 -0.10 -0.12
C 1.4395 -0.8828 -3.6820 -0.57 0.21 0.19
C 1.4142 0.4110 -3.1426 -0.13 0.30 0.26
C 0.4314 0.7918 -2.2307 0.03 -0.13 -0.36
C -1.7403 2.7513 -0.8499 0.19 -0.16 0.14
C -2.2245 3.8530 -0.1589 0.17 -0.04 -0.41
H -4.8905 2.4406 1.4057 0.19 -0.08 -0.09
H -3.9518 0.4260 0.3192 0.20 0.22 0.05
H -2.3684 -0.6561 -0.8261 0.18 0.20 -0.05
H -1.3904 -2.1139 -2.2345 0.30 0.23 -0.12
H 0.4580 -2.8075 -3.7361 -0.05 0.33 0.17
H 2.2245 -1.1715 -4.3824 -0.20 0.08 0.26
H 2.1777 1.1327 -3.4378 -0.13 -0.28 0.26
H 0.5120 1.7477 -1.7118 0.06 -0.36 -0.33
H -0.9599 2.9018 -1.5919 -0.17 -0.01 0.34
H -1.7500 4.8278 -0.2603 -0.13 -0.25 -0.15

# 2
49
Properties=species:S:1:pos:R:3:forces:R:3 method="wB97M-V/def2-TZVPD" orbital_gap_ev=8.6 smiles="C[C@H](NC(=O)CN1CCN(c2ccccc2F)CC1)c1ccccc1" e_lumo_ev=0.752 homo_ev=-7.9
C -0.1560 0.5777 5.0546 -0.10 0.05 -0.09
C -0.7698 0.6537 3.6602 0.24 0.02 0.19
N -0.5315 -0.5675 2.8913 -0.53 0.05 0.13
C 0.6570 -1.1733 2.6864 -0.26 -0.41 -0.30
O 1.6670 -1.0206 3.3385 0.42 0.08 0.14
C 0.5810 -2.1562 1.5128 0.12 0.03 -0.08
N -0.2185 -1.5833 0.4450 0.05 -0.25 -0.06
C 0.4518 -0.4554 -0.1859 -0.18 0.30 -0.08
C -0.5112 0.2331 -1.1566 0.45 0.14 0.28
N -0.9555 -0.6987 -2.1741 -0.35 0.16 0.05
C -0.2610 -0.8196 -3.3660 0.10 0.07 -0.35
C 0.0738 -2.0522 -3.9404 -0.02 0.08 0.13
C 0.7066 -2.1415 -5.1660 0.07 -0.02 -0.15
C 1.0439 -1.0033 -5.8746 -0.01 -0.06 0.01
C 0.7179 0.2332 -5.3444 -0.04 0.01 0.15
C 0.0723 0.3098 -4.1300 0.11 0.08 -0.08
F -0.2637 1.5531 -3.6915 -0.04 -0.26 0.01
C -1.5584 -1.8558 -1.5541 0.07 -0.31 0.03
C -0.6107 -2.5482 -0.5673 -0.27 0.00 -0.11
C -0.2824 1.8382 2.8500 -0.21 0.02 0.02
C 1.0760 2.0909 2.6953 0.06 0.03 0.06
C 1.5062 3.1297 1.8887 0.08 -0.02 0.00
C 0.5886 3.9265 1.2251 -0.02 0.09 -0.09
C -0.7652 3.6807 1.3726 -0.02 0.09 -0.10
C -1.1956 2.6409 2.1781 0.02 -0.06 0.09
H -0.6139 -0.2349 5.6133 -0.02 -0.08 0.08
H 0.9108 0.3929 4.9966 0.03 0.03 0.05
H -0.3323 1.5136 5.5789 -0.05 0.07 0.07
H -1.8597 0.7304 3.7643 0.19 0.02 -0.06
H -1.1978 -0.7432 2.1490 0.14 0.01 -0.03
H 1.6070 -2.4067 1.2015 -0.08 0.07 0.09
H 0.0966 -3.0721 1.8639 0.05 0.01 -0.02
H 0.7606 0.2544 0.5844 0.03 0.03 -0.02
H 1.3527 -0.7834 -0.7350 -0.02 0.01 0.06
H -0.0210 1.0959 -1.5978 -0.08 -0.03 -0.02
H -1.3905 0.5808 -0.6045 0.07 0.04 0.02
H -0.1555 -2.9661 -3.4164 -0.03 -0.05 0.10
H 0.9467 -3.1164 -5.5634 0.01 -0.08 -0.03
H 1.5451 -1.0718 -6.8267 0.05 0.00 -0.09
H 0.9411 1.1488 -5.8695 0.00 0.11 -0.02
H -1.9073 -2.5514 -2.3169 -0.03 0.03 0.03
H -2.4298 -1.4975 -0.9943 0.02 -0.10 -0.02
H -1.1297 -3.3776 -0.0802 0.03 -0.02 -0.03
H 0.2665 -2.9507 -1.1028 -0.04 0.00 0.04
H 1.7988 1.4647 3.1939 0.08 -0.08 0.08
H 2.5643 3.3153 1.7759 0.09 0.02 -0.01
H 0.9271 4.7347 0.5940 0.03 0.07 -0.05
H -1.4873 4.2961 0.8565 -0.06 0.06 -0.04
H -2.2550 2.4525 2.2879 -0.11 -0.03 0.02

# 3
56
Properties=species:S:1:pos:R:3:forces:R:3 method="wB97M-V/def2-TZVPD" spin_multiplicity=6 orbital_gap_ev="7.8 / 7.9" e_lumo_ev="0.434 / 0.426" homo_ev="-7.4 / -7.5"
Mn -0.5052 1.4450 0.0793 0.00 0.01 0.08
C 0.5819 4.6618 -3.8584 0.01 0.01 -0.01
C 0.1483 3.9346 -2.5986 -0.07 -0.06 0.07
O -0.3639 4.8875 -1.6675 -0.01 0.02 -0.01
P -1.1847 2.7243 -2.9226 0.15 0.00 -0.12
O -2.3807 3.4604 -3.6486 -0.03 0.03 0.03
O -0.6823 1.7641 -4.0552 0.02 0.02 0.01
O -1.5938 2.0769 -1.6421 -0.08 -0.05 0.09
P 1.4846 2.9183 -1.8408 0.12 -0.07 -0.03
O 2.8218 3.7937 -1.8972 -0.04 0.02 0.00
O 1.6337 1.7016 -2.6971 0.01 0.03 -0.08
O 1.0846 2.7549 -0.3884 -0.06 0.05 0.01
H -0.2644 5.1899 -4.2974 0.00 0.00 0.00
H 0.9812 3.9636 -4.5929 0.00 0.00 -0.01
H 1.3557 5.3839 -3.6029 0.00 0.00 0.00
H -0.2864 4.5036 -0.7812 0.01 0.00 -0.01
H -2.9561 3.9248 -3.0273 -0.01 -0.02 0.00
H 0.2424 1.4966 -3.8097 0.00 -0.01 0.03
H 2.9367 4.3066 -1.0878 0.03 0.00 0.00
C -0.1166 -0.7881 5.2888 -0.01 0.00 0.01
C 0.6018 -0.7993 4.0738 0.00 0.00 -0.02
C 0.1515 -0.0766 3.0050 0.03 -0.01 0.00
C -1.0368 0.6993 3.0693 -0.01 0.00 -0.01
C -1.5000 1.4435 1.9324 0.01 -0.03 -0.02
C -2.6686 2.1539 2.1038 0.00 0.01 -0.01
C -3.3871 2.1745 3.3237 0.00 -0.01 -0.01
C -2.9385 1.4654 4.3973 0.00 0.00 0.01
C -1.7484 0.7030 4.2963 0.00 0.00 0.00
C -1.2615 -0.0523 5.3928 0.00 0.00 0.00
H 0.2442 -1.3594 6.1348 0.00 0.00 0.00
H 1.5137 -1.3783 3.9924 0.00 0.00 0.01
H 0.7128 -0.0897 2.0753 -0.02 0.01 0.01
H -3.0797 2.7275 1.2766 0.00 0.00 0.00
H -4.2999 2.7540 3.3991 0.00 0.00 0.00
H -3.4805 1.4707 5.3362 0.00 0.00 0.00
H -1.8198 -0.0343 6.3221 0.00 0.00 0.01
C 0.3687 -6.9590 -0.1700 0.00 0.00 0.00
C 0.5219 -5.5058 -0.5237 0.00 0.01 -0.01
C 0.2793 -4.5099 0.4156 0.00 0.00 0.01
C 0.4014 -3.1659 0.0900 0.02 0.03 -0.02
C 0.7763 -2.8232 -1.1968 -0.02 0.03 -0.02
C 1.0059 -3.7949 -2.1612 0.00 -0.01 -0.01
C 0.8871 -5.1293 -1.8162 0.00 0.01 -0.01
S 0.9558 -1.1039 -1.6449 -0.01 -0.07 0.04
C 2.7345 -1.0031 -1.4893 0.06 0.03 -0.05
O 0.4272 -0.3673 -0.4313 -0.03 0.07 -0.04
H 0.2680 -7.0943 0.9055 0.00 0.00 0.00
H 1.2283 -7.5380 -0.5088 0.00 0.00 0.00
H -0.5184 -7.3809 -0.6460 0.00 0.00 0.00
H -0.0138 -4.7866 1.4209 0.00 0.01 0.01
H 0.2030 -2.3894 0.8177 -0.01 -0.01 0.02
H 1.2718 -3.5146 -3.1742 0.00 0.00 0.00
H 1.0701 -5.8919 -2.5636 0.00 -0.01 0.00
H 2.9961 -1.2621 -0.4650 0.01 -0.01 0.01
H 3.0172 0.0153 -1.7438 -0.05 0.02 0.02
H 3.1794 -1.7010 -2.1979 -0.02 -0.03 0.02

# 4
47
Properties=species:S:1:pos:R:3:forces:R:3 method="wB97M-V/def2-TZVPD" orbital_gap_ev=9.2 smiles="O=C(CCC1CCCC1)Nc1cccc(Cc2ccncc2)c1" e_lumo_ev=0.594 homo_ev=-8.6
O -0.3752 -0.8683 -0.9836 0.12 -0.18 -0.15
C -0.9080 -0.0390 -0.2835 -0.36 0.25 0.28
C -2.3839 -0.0702 0.0865 -0.09 -0.43 -0.27
C -3.0425 -1.3604 -0.3954 -0.11 0.06 0.01
C -4.5656 -1.4133 -0.2357 0.19 -0.11 -0.02
C -5.0481 -1.1326 1.2022 -0.03 0.02 0.00
C -5.6851 0.2547 1.1555 -0.15 -0.10 0.04
C -6.3399 0.2800 -0.2216 0.08 0.14 -0.03
C -5.3034 -0.3902 -1.1251 -0.15 -0.09 -0.01
N -0.2689 1.0414 0.2585 -0.05 0.33 0.25
C 1.0712 1.4258 0.1427 0.28 0.04 -0.03
C 1.4939 2.5429 0.8599 -0.07 -0.07 -0.02
C 2.8080 2.9609 0.7780 0.00 0.00 0.01
C 3.7114 2.2756 -0.0143 0.03 -0.01 -0.06
C 3.2983 1.1654 -0.7392 -0.10 0.28 0.00
C 4.2896 0.3900 -1.5681 -0.03 -0.01 0.14
C 5.0898 -0.4978 -0.6540 0.21 -0.16 -0.02
C 4.5036 -1.6055 -0.0501 0.18 0.06 -0.01
C 5.2649 -2.3762 0.8117 -0.33 -0.03 -0.10
N 6.5298 -2.1176 1.1004 0.33 -0.28 0.33
C 7.0869 -1.0649 0.5286 0.11 0.21 -0.08
C 6.4174 -0.2262 -0.3486 -0.14 -0.09 -0.01
C 1.9806 0.7429 -0.6572 -0.02 -0.11 -0.13
H -2.4775 0.0308 1.1697 -0.03 0.10 0.03
H -2.8585 0.7991 -0.3757 0.01 0.08 0.07
H -2.5990 -2.1960 0.1501 0.05 -0.03 -0.07
H -2.7932 -1.4993 -1.4494 0.06 -0.06 0.03
H -4.8686 -2.4242 -0.5224 0.02 0.06 0.01
H -5.8068 -1.8642 1.4838 0.00 -0.02 0.06
H -4.2407 -1.2008 1.9295 0.04 -0.08 0.10
H -4.9210 1.0309 1.2190 0.05 0.08 0.02
H -6.3993 0.4118 1.9631 0.03 0.08 0.06
H -6.5910 1.2873 -0.5523 -0.10 0.01 -0.02
H -7.2566 -0.3114 -0.2002 -0.07 0.00 0.00
H -5.7679 -0.8691 -1.9859 0.06 0.03 -0.09
H -4.6056 0.3556 -1.5060 0.04 0.05 -0.07
H -0.8248 1.6521 0.8419 0.00 -0.20 -0.14
H 0.7910 3.0810 1.4810 -0.07 0.05 0.06
H 3.1290 3.8267 1.3380 0.02 0.07 0.05
H 4.7387 2.6036 -0.0703 0.13 0.04 -0.01
H 3.7583 -0.2213 -2.2995 0.04 0.06 -0.04
H 4.9561 1.0751 -2.0951 -0.04 -0.05 -0.04
H 3.4732 -1.8572 -0.2490 -0.13 -0.05 0.00
H 4.8448 -3.2468 1.2987 -0.12 -0.05 -0.01
H 8.1225 -0.8859 0.7882 0.08 0.09 -0.04
H 6.9241 0.6200 -0.7888 0.05 0.08 -0.05
H 1.6482 -0.1159 -1.2159 -0.01 -0.03 -0.03

What did we get for relative energy (zero: lowest compared OMol25 entry of this formula, charge and spin)? Answer: 0.094; 0.726; 0.010; 0.099 eV, in the order shown.